Computed, not measured: C50H62BFN6O6PSn as an isolated structure, with ωB97M-V/def2-TZVPD.

Last column: Löwdin charge in e.
Element x y z (Å)
1 Sn -0.790 -0.505 1.698  1.474
2 C 6.476 2.399 0.003  -0.056
3 C 6.351 0.880 -0.038  -0.182
4 N 4.951 0.452 -0.112  -0.027
5 C 4.286 0.250 1.048  0.041
6 C 2.956 -0.004 1.167  -0.017
7 C 2.437 -0.192 2.585  -0.608
8 O 3.237 -0.045 3.499  0.047
9 O 1.203 -0.502 2.701  -0.219
10 C 2.150 -0.053 -0.016  -0.290
11 O 0.918 -0.183 -0.052  -0.124
12 C 2.890 0.080 -1.281  -0.030
13 C 2.205 -0.052 -2.486  0.104
14 C 2.841 0.159 -3.674  -0.183
15 F 2.117 0.084 -4.816  0.063
16 C 4.197 0.497 -3.737  -0.140
17 C 4.887 0.597 -2.541  0.056
18 C 4.260 0.385 -1.309  -0.117
19 N 4.894 0.722 -4.953  -0.086
20 C 5.564 1.999 -5.114  -0.138
21 C 6.758 1.834 -6.036  -0.084
22 N 6.262 1.316 -7.358  0.063
23 C 5.516 0.021 -7.183  -0.080
24 C 4.365 0.239 -6.214  -0.146
25 H 7.523 2.695 0.067  0.081
26 H 5.955 2.792 0.877  0.085
27 H 6.033 2.852 -0.885  0.069
28 H 6.774 0.441 0.862  0.127
29 H 6.897 0.462 -0.881  0.108
30 H 4.872 0.293 1.958  0.149
31 H 1.149 -0.287 -2.477  0.123
32 H 5.944 0.819 -2.581  0.109
33 H 5.910 2.371 -4.153  0.129
34 H 4.883 2.760 -5.534  0.143
35 H 7.447 1.092 -5.637  0.143
36 H 7.281 2.774 -6.200  0.140
37 H 7.036 1.198 -8.012  0.185
38 H 5.623 2.007 -7.760  0.183
39 H 6.218 -0.708 -6.784  0.143
40 H 5.158 -0.308 -8.157  0.141
41 H 3.861 -0.713 -6.076  0.143
42 H 3.638 0.936 -6.658  0.139
43 C -6.796 -0.213 0.614  -0.101
44 C -6.425 -1.359 -0.075  -0.085
45 C -5.183 -1.940 0.124  -0.023
46 C -4.284 -1.364 1.017  -0.215
47 C -4.641 -0.196 1.696  -0.040
48 C -5.895 0.366 1.498  -0.089
49 N -3.013 -1.967 1.282  -0.044
50 N -2.732 -3.053 0.402  0.105
51 C -1.462 -3.339 0.363  -0.371
52 C -1.052 -4.470 -0.439  -0.026
53 C 0.247 -4.829 -0.511  -0.089
54 C 1.234 -4.093 0.211  -0.093
55 C 0.819 -3.030 0.941  -0.171
56 N -0.484 -2.628 1.040  -0.039
57 H -7.778 0.219 0.474  0.098
58 H -7.122 -1.817 -0.767  0.104
59 H -4.892 -2.842 -0.394  0.105
60 H -3.935 0.255 2.387  0.106
61 H -6.172 1.260 2.041  0.101
62 H -1.832 -5.005 -0.962  0.110
63 H 0.545 -5.683 -1.109  0.101
64 H 2.278 -4.369 0.183  0.091
65 H 1.529 -2.430 1.496  0.091
66 C -0.918 -2.951 5.063  0.007
67 C -2.301 -2.336 4.888  -0.435
68 C -2.589 -1.362 6.013  0.006
69 O -2.277 -1.617 3.622  0.029
70 B -2.923 -2.398 2.691  -0.811
71 O -3.467 -3.528 3.211  0.193
72 C -3.431 -3.399 4.651  -0.450
73 C -4.809 -2.897 5.071  0.001
74 C -3.160 -4.755 5.270  0.001
75 H -0.168 -2.160 5.010  0.093
76 H -0.707 -3.668 4.268  0.100
77 H -0.835 -3.451 6.028  0.099
78 H -1.722 -0.724 6.172  0.079
79 H -2.785 -1.909 6.937  0.101
80 H -3.446 -0.730 5.786  0.096
81 H -5.033 -1.939 4.597  0.096
82 H -4.883 -2.791 6.153  0.093
83 H -5.558 -3.616 4.738  0.100
84 H -2.249 -5.204 4.880  0.089
85 H -3.992 -5.423 5.049  0.097
86 H -3.075 -4.657 6.355  0.099
87 C -3.340 3.717 2.629  -0.069
88 C -1.836 3.693 2.756  -0.290
89 O -1.438 2.464 3.339  -0.205
90 C -0.140 2.499 3.918  -0.285
91 C -0.035 1.427 4.978  -0.070
92 H -3.662 4.676 2.217  0.080
93 H -3.810 3.578 3.603  0.082
94 H -3.667 2.921 1.961  0.045
95 H -1.490 4.523 3.383  0.116
96 H -1.384 3.817 1.767  0.097
97 H 0.038 3.487 4.357  0.116
98 H 0.624 2.339 3.143  0.108
99 H -0.653 1.678 5.841  0.081
100 H 1.004 1.309 5.290  0.087
101 H -0.366 0.471 4.574  0.032
102 C -3.562 2.886 -1.225  -0.268
103 P -2.287 1.644 -0.728  0.988
104 C -0.846 2.494 -1.513  -0.372
105 C -0.795 2.817 -2.868  -0.087
106 C 0.240 3.593 -3.372  -0.091
107 C 1.247 4.047 -2.530  -0.102
108 C 1.222 3.714 -1.183  -0.085
109 C 0.179 2.944 -0.682  -0.113
110 C -2.640 0.275 -1.886  -0.386
111 C -3.909 0.058 -2.416  -0.098
112 C -4.164 -1.072 -3.184  -0.083
113 C -3.164 -2.002 -3.421  -0.081
114 C -1.902 -1.807 -2.875  -0.081
115 C -1.647 -0.681 -2.109  -0.112
116 H -3.661 2.935 -2.310  0.040
117 H -3.260 3.861 -0.845  0.041
118 H -4.526 2.627 -0.783  0.033
119 H -1.573 2.462 -3.536  0.109
120 H 0.256 3.850 -4.425  0.099
121 H 2.055 4.654 -2.922  0.095
122 H 2.004 4.061 -0.518  0.102
123 H 0.165 2.674 0.368  0.083
124 H -4.714 0.756 -2.227  0.096
125 H -5.158 -1.232 -3.584  0.106
126 H -3.368 -2.883 -4.016  0.103
127 H -1.122 -2.545 -3.024  0.103
128 H -0.670 -0.545 -1.659  0.060

LUMO energy, Ha: -0.12213
Gap between HOMO and LUMO, Ha: 0.16968
E_tot, a.u.: -3402.7863
2S+1: 1
Maximum force, hartree/bohr: 0.0088
Charge: +1